(1)
Formula: C17H11N6O5RuSi
Source: the OMol25 dataset
Level of theory: wB97M-V/def2-TZVPD

Structure (XYZ):
```
41
Properties=species:S:1:pos:R:3:lowdin_spin:R:1
Ru -0.76 -1.28 -0.07 0.861
O 2.52 -3.49 0.56 -0.002
C 1.54 -2.77 0.53 -0.001
O 0.86 -2.47 -0.52 -0.009
C 1.01 -2.17 1.89 0.006
O 1.57 -2.43 2.92 0.023
O -0.07 -1.41 1.78 0.064
N -2.41 -0.20 0.58 -0.002
C -3.32 0.41 0.95 -0.002
C -4.42 1.14 1.39 0.000
C -4.78 2.34 0.73 0.000
N -5.08 3.32 0.20 0.000
C -5.18 0.70 2.50 0.000
N -5.81 0.36 3.40 0.000
C 1.08 0.73 -2.32 -0.001
Si 0.50 0.65 -0.53 0.020
C -0.43 2.24 -0.11 -0.001
C 2.08 0.66 0.52 0.006
C 3.14 -0.21 0.24 0.000
C 4.29 -0.22 1.01 0.000
C 4.42 0.66 2.08 -0.001
C 3.38 1.53 2.37 0.000
C 2.23 1.53 1.60 0.000
H 1.77 1.57 -2.46 -0.001
H 0.25 0.87 -3.00 0.000
H 1.60 -0.19 -2.59 0.000
H 0.18 3.13 -0.27 0.000
H -0.78 2.23 0.92 0.000
H -1.32 2.31 -0.75 0.000
H 3.05 -0.92 -0.57 0.000
H 5.08 -0.93 0.79 0.000
H 5.31 0.64 2.69 0.000
H 3.47 2.21 3.21 0.000
H 1.42 2.21 1.86 0.000
O -1.98 -2.91 -1.11 0.053
N -1.72 -1.84 -1.74 -0.005
C -2.19 -1.68 -2.96 -0.004
C -2.05 -0.47 -3.69 -0.001
N -1.99 0.47 -4.35 -0.002
C -2.93 -2.74 -3.57 0.000
N -3.54 -3.56 -4.10 -0.001
```

Output
HOMO-LUMO gap (alpha / beta) in eV: 7.678 / 7.348
M in g/mol: 508.5
LUMO (alpha / beta) in Eh: 0.171 / 0.164
2S+1: 2
Relative energy (zero: lowest compared OMol25 entry of this formula, charge and spin) in kcal/mol: 5.4
Maximum force in eV/Å: 0.9
Highest occupied orbital energy (alpha / beta) in eV: -3.0253 / -2.8797
Total energy in a.u.: -1743.63813
Charge: -2

---

(2)
Formula: C17H12Cl2N3O2S2Ti
Source: the OMol25 dataset
Level of theory: wB97M-V/def2-TZVPD

Structure (XYZ):
```
39
Properties=species:S:1:pos:R:3:lowdin_spin:R:1
Ti 0.71 -0.02 -0.96 1.053
O 3.18 -0.66 2.10 0.089
C 2.44 -0.17 1.27 0.051
O 2.14 -0.73 0.10 0.009
C 1.80 1.16 1.39 0.174
C 2.09 2.01 2.44 0.003
C 1.56 3.29 2.49 0.205
C 0.70 3.67 1.43 0.039
C 0.43 2.81 0.42 0.091
N 0.94 1.53 0.34 0.176
H 2.76 1.63 3.19 -0.005
H 1.78 3.97 3.31 0.015
H 0.24 4.65 1.39 -0.001
H -0.25 3.09 -0.38 0.006
Cl -1.44 1.15 -1.91 0.010
C -2.74 -0.01 -1.54 0.007
C -3.88 0.18 -2.30 0.000
C -4.97 -0.65 -2.07 0.002
C -4.86 -1.63 -1.10 0.000
C -3.69 -1.78 -0.38 0.002
Cl -3.68 -3.05 0.82 0.001
C -2.55 -0.98 -0.56 0.003
S -1.07 -1.20 0.35 0.011
H -3.91 0.96 -3.04 0.000
H -5.88 -0.53 -2.65 0.000
H -5.69 -2.30 -0.90 0.000
C 3.11 2.53 -1.79 0.005
C 2.80 1.52 -2.85 0.015
C 3.44 1.53 -4.08 -0.001
C 3.08 0.54 -4.97 0.017
N 2.20 -0.41 -4.73 -0.001
C 1.61 -0.38 -3.51 0.014
S 0.50 -1.57 -2.95 -0.003
N 1.87 0.60 -2.60 0.007
H 3.97 3.13 -2.08 0.000
H 3.31 2.05 -0.84 0.002
H 2.27 3.20 -1.61 0.003
H 4.19 2.27 -4.30 0.000
H 3.55 0.51 -5.95 0.001
```

Output
HOMO-LUMO gap (alpha / beta) in eV: 5.185 / 7.505
M in g/mol: 473.2
LUMO (alpha / beta) in Eh: 0.095 / 0.094
2S+1: 3
Relative energy (zero: lowest compared OMol25 entry of this formula, charge and spin) in kcal/mol: 9.6
Maximum force in eV/Å: 1.3
Highest occupied orbital energy (alpha / beta) in eV: -2.6088 / -4.9427
Total energy in a.u.: -3536.22066
Charge: -1

---

(3)
Formula: C17H12Cl2N4O2S2
Source: the OMol25 dataset
Level of theory: wB97M-V/def2-TZVPD

Structure (XYZ):
```
39
Properties=species:S:1:pos:R:3:nbo_charge:R:1
N -0.20 -2.14 -6.67 -0.846
C -0.37 -1.22 -5.64 0.322
N -1.27 -0.35 -5.76 -0.277
N -1.11 0.46 -4.71 -0.376
C -0.24 0.01 -3.72 0.198
C 0.07 0.23 -2.40 -0.278
C 0.88 -0.64 -1.68 -0.014
C 1.03 -0.42 -0.26 0.002
C 2.22 -0.28 0.35 -0.200
C 2.24 0.03 1.61 -0.222
C 1.15 0.09 2.53 0.140
N 1.36 0.45 3.89 -0.852
S 0.15 0.40 4.99 2.287
O -0.24 -0.97 5.21 -0.938
O 0.65 0.97 6.21 -0.926
C -1.35 1.37 4.45 -0.347
C -1.21 2.70 3.84 -0.262
C -2.43 3.16 3.44 -0.213
Cl -2.52 4.62 2.41 0.032
S -3.73 2.05 3.78 0.480
C -2.57 0.90 4.44 -0.220
Cl -3.14 -0.53 5.16 0.118
C -0.09 -0.27 1.93 -0.227
C -0.05 -0.34 0.52 -0.210
C 1.50 -1.77 -2.30 -0.246
C 1.16 -2.02 -3.56 -0.160
C 0.28 -1.15 -4.34 -0.177
H 0.31 -2.97 -6.44 0.392
H -0.45 -1.82 -7.65 0.416
H -1.67 1.25 -4.54 0.390
H -0.30 1.03 -1.79 0.220
H 3.19 -0.29 -0.16 0.222
H 3.11 0.20 2.16 0.201
H 2.16 -0.08 4.42 0.441
H -0.39 3.33 3.63 0.256
H -1.06 -0.27 2.46 0.227
H -0.99 -0.53 0.01 0.216
H 2.37 -2.26 -1.84 0.223
H 1.57 -2.95 -4.00 0.208
```

Output
HOMO-LUMO gap in eV: 7.938
M in g/mol: 439.3
LUMO in Eh: 0.000
2S+1: 1
Relative energy (zero: lowest compared OMol25 entry of this formula, charge and spin) in kcal/mol: 0.0
SMILES string: Nc1n[nH]c2cc(-c3ccc(NS(=O)(=O)c4cc(Cl)sc4Cl)cc3)ccc12
Maximum force in eV/Å: 6.8
Highest occupied orbital energy in eV: -7.9301
Total energy in a.u.: -2741.16164
Charge: 0

---

(4)
Formula: C17H12N2O2
Source: the OMol25 dataset
Level of theory: wB97M-V/def2-TZVPD

Structure (XYZ):
```
33
Properties=species:S:1:pos:R:3:nbo_charge:R:1
O -2.14 0.28 1.80 -0.508
C -1.94 -0.58 0.91 0.575
C -2.77 -0.72 -0.26 -0.108
C -3.79 0.01 -0.74 -0.180
C -4.48 -0.51 -1.80 -0.163
C -4.15 -1.75 -2.39 -0.203
C -3.14 -2.54 -1.81 -0.150
C -2.36 -1.94 -0.77 -0.149
C -1.36 -2.56 -0.07 0.551
O -1.03 -3.72 -0.11 -0.516
C -0.72 -1.60 0.94 -0.419
C 0.60 -0.86 0.62 0.179
C 1.49 -1.18 -0.45 0.004
N 2.54 -0.48 -0.82 -0.365
C 2.78 0.64 -0.13 0.087
C 2.04 0.84 1.07 0.213
N 0.83 0.19 1.35 -0.373
C 2.44 2.01 1.98 -0.430
C 3.10 3.23 1.17 -0.442
C 4.12 2.70 0.20 -0.130
C 3.89 1.50 -0.45 -0.230
H -4.12 0.92 -0.22 0.243
H -5.29 0.12 -2.24 0.226
H -4.67 -2.09 -3.38 0.237
H -2.71 -3.55 -1.93 0.255
H -0.75 -2.07 1.93 0.265
H 1.33 -2.11 -0.99 0.199
H 1.56 2.28 2.49 0.236
H 3.12 1.59 2.76 0.220
H 2.39 3.89 0.68 0.226
H 3.62 3.77 1.94 0.220
H 4.97 3.18 -0.10 0.205
H 4.60 1.11 -1.17 0.225
```

Output
HOMO-LUMO gap in eV: 7.953
M in g/mol: 276.3
LUMO in Eh: -0.023
2S+1: 1
Relative energy (zero: lowest compared OMol25 entry of this formula, charge and spin) in kcal/mol: 42.6
SMILES string: O=C1c2ccccc2C(=O)C1c1cnc2c(n1)CCC=C2
Maximum force in eV/Å: 6.9
Highest occupied orbital energy in eV: -8.5757
Total energy in a.u.: -914.93585
Charge: 0

---

(5)
Formula: C17H13Br2Cl2NOPdS
Source: the OMol25 dataset
Level of theory: wB97M-V/def2-TZVPD

Structure (XYZ):
```
38
Properties=species:S:1:pos:R:3:nbo_charge:R:1
Pd -0.71 0.50 -0.55 0.775
C 1.29 -1.44 -2.60 -0.666
C 1.80 -1.20 -1.21 0.291
C 3.00 -1.86 -0.82 -0.265
C 3.51 -1.66 0.43 -0.095
C 2.85 -0.80 1.34 -0.118
C 3.29 -0.52 2.65 -0.107
Br 4.89 -1.29 3.31 0.053
C 2.57 0.32 3.45 -0.217
C 1.38 0.90 2.99 -0.190
Br 0.41 2.04 4.15 0.071
C 0.88 0.66 1.72 0.384
O -0.23 1.18 1.28 -0.735
C 1.66 -0.21 0.89 0.089
N 1.16 -0.42 -0.38 -0.459
H 2.12 -1.58 -3.29 0.226
H 0.68 -0.60 -2.94 0.246
H 0.68 -2.35 -2.62 0.245
H 3.49 -2.50 -1.53 0.226
H 4.42 -2.16 0.74 0.235
H 2.91 0.54 4.46 0.242
Cl -1.51 -2.38 0.82 -0.024
C -2.07 -3.19 -0.65 -0.401
Cl -0.89 -4.36 -1.26 -0.034
H -2.22 -2.44 -1.41 0.243
H -2.99 -3.72 -0.41 0.224
S -1.80 0.08 -2.57 -0.139
C -2.46 1.38 -1.62 -0.202
C -2.87 1.08 -0.30 -0.302
C -3.11 2.13 0.63 -0.156
C -2.97 3.43 0.24 -0.201
C -2.59 3.74 -1.09 -0.178
C -2.33 2.75 -1.99 -0.220
H -3.22 0.08 -0.06 0.252
H -3.39 1.88 1.64 0.229
H -3.13 4.23 0.94 0.223
H -2.49 4.77 -1.38 0.221
H -2.01 2.98 -3.00 0.232
```

Output
HOMO-LUMO gap in eV: 7.048
M in g/mol: 616.5
LUMO in Eh: -0.023
2S+1: 1
Relative energy (zero: lowest compared OMol25 entry of this formula, charge and spin) in kcal/mol: 0.0
Maximum force in eV/Å: 0.3
Highest occupied orbital energy in eV: -7.6708
Total energy in a.u.: -7380.13427
Charge: 0

---

(6)
Formula: C17H13CaClN2O6
Source: the OMol25 dataset
Level of theory: wB97M-V/def2-TZVPD

Structure (XYZ):
```
40
Properties=species:S:1:pos:R:3:nbo_charge:R:1
C 1.36 -2.04 -0.37 -0.410
C 1.47 -1.93 -1.78 -0.413
C 0.15 -1.98 -2.33 -0.414
H 2.41 -1.86 -2.35 0.221
C -0.77 -2.12 -1.24 -0.391
C -0.02 -2.16 -0.04 -0.377
H -0.43 -2.37 0.95 0.198
H 2.18 -2.02 0.36 0.217
H -0.10 -2.01 -3.39 0.225
H -1.84 -2.27 -1.32 0.206
Ca 0.42 0.52 -1.10 1.811
Cl 2.42 1.91 -0.98 -0.909
C 0.58 2.85 -5.48 -0.371
C -0.65 2.21 -5.83 -0.379
C -0.34 0.98 -6.49 -0.375
H -1.64 2.61 -5.66 0.172
C 1.09 0.86 -6.55 -0.369
C 1.66 2.02 -5.93 -0.363
H 2.71 2.24 -5.85 0.177
H 0.69 3.81 -5.00 0.177
H -1.05 0.28 -6.90 0.171
H 1.64 0.06 -7.02 0.171
O -3.06 1.08 1.54 -0.663
C -1.86 0.82 1.55 0.760
O -1.05 0.83 0.53 -0.899
C -1.23 0.44 2.89 -0.053
C 0.08 -0.04 2.98 -0.124
C 0.61 -0.48 4.20 -0.005
C -0.07 -0.36 5.41 -0.145
C -1.37 0.16 5.35 -0.027
C -1.95 0.51 4.12 -0.115
N -2.08 0.39 6.58 0.512
O -1.51 0.08 7.64 -0.398
O -3.22 0.89 6.53 -0.383
N 1.88 -1.14 4.16 0.506
O 2.32 -1.39 3.01 -0.356
O 2.47 -1.45 5.21 -0.396
H 0.69 -0.13 2.08 0.283
H 0.37 -0.66 6.36 0.269
H -2.97 0.85 4.15 0.261
```

Output
HOMO-LUMO gap in eV: 3.173
M in g/mol: 416.8
LUMO in Eh: 0.088
2S+1: 1
Maximum force in eV/Å: 3.1
Highest occupied orbital energy in eV: -0.7659
Total energy in a.u.: -2354.33786
Charge: -2

---

(7)
Formula: C17H13Cl5MnN2O6Se2
Source: the OMol25 dataset
Level of theory: wB97M-V/def2-TZVPD

Structure (XYZ):
```
46
Properties=species:S:1:pos:R:3:lowdin_spin:R:1
Mn -0.74 0.66 -0.84 2.158
Cl 0.33 2.74 -0.07 -0.006
C -1.40 2.99 0.14 0.004
C -2.10 1.80 0.06 -0.155
C -3.48 1.89 0.13 -0.001
Cl -4.45 0.49 0.06 0.003
C -4.09 3.14 0.28 -0.010
Cl -5.79 3.24 0.39 -0.008
C -3.33 4.32 0.33 0.027
Cl -4.08 5.83 0.48 0.012
C -1.94 4.24 0.25 -0.007
Cl -0.94 5.63 0.26 -0.008
C -3.32 -2.29 -0.85 -0.007
Se -1.50 -1.65 -0.75 -0.033
C -0.95 -2.35 1.00 0.021
C 0.04 -3.50 0.93 0.057
Se 1.84 -3.09 0.29 0.727
C 2.54 -2.18 1.82 0.054
H -3.84 -2.12 0.09 0.001
H -3.28 -3.35 -1.09 -0.003
H -3.81 -1.75 -1.66 0.000
H -1.87 -2.71 1.47 0.000
H -0.58 -1.50 1.58 0.000
H -0.30 -4.28 0.26 0.002
H 0.17 -3.93 1.93 0.011
H 2.72 -2.92 2.60 0.016
H 1.84 -1.42 2.15 0.009
H 3.48 -1.73 1.51 0.000
O 3.11 -0.68 -0.53 0.041
C 2.08 -0.14 -0.88 0.017
O 0.91 -0.32 -0.28 0.044
C 1.99 0.83 -2.03 0.013
C 2.89 1.85 -2.28 -0.002
C 2.50 2.87 -3.14 0.008
C 1.22 2.98 -3.66 -0.002
C 0.36 1.95 -3.38 0.008
C 0.77 0.83 -2.68 0.002
N -1.09 2.06 -3.52 -0.001
O -1.74 1.47 -2.60 0.000
O -1.60 2.70 -4.37 0.001
N 3.47 3.97 -3.42 0.001
O 3.07 4.86 -4.14 0.001
O 4.56 3.86 -2.91 0.001
H 3.86 1.89 -1.80 0.000
H 0.92 3.87 -4.19 0.000
H 0.16 -0.07 -2.71 0.003
```

Output
HOMO-LUMO gap (alpha / beta) in eV: 6.307 / 5.327
M in g/mol: 731.4
LUMO (alpha / beta) in Eh: -0.308 / -0.345
2S+1: 4
Relative energy (zero: lowest compared OMol25 entry of this formula, charge and spin) in kcal/mol: 1.9
Maximum force in eV/Å: 0.5
Highest occupied orbital energy (alpha / beta) in eV: -14.6879 / -14.7023
Total energy in a.u.: -9470.48834
Charge: +2